C58H41Cl4IrN8O2S2 | ωB97M-V/def2-TZVPD

```
116
Properties=species:S:1:pos:R:3:mulliken_spin:R:1
Ir -0.13 0.26 0.51 0.0291
Cl 2.69 8.28 4.47 0.0000
C 2.17 6.83 3.68 -0.0002
C 2.18 5.63 4.37 -0.0002
C 1.75 4.47 3.73 0.0013
C 1.31 4.50 2.41 0.0031
C 1.32 5.72 1.73 -0.0002
C 1.75 6.88 2.36 -0.0004
C 0.87 3.24 1.75 -0.0062
C -0.43 3.17 1.24 -0.0040
C -1.37 4.27 1.16 0.0063
C -2.43 3.84 0.44 -0.0007
C -2.21 2.45 0.12 -0.0006
C -3.10 1.60 -0.54 -0.0026
C -4.33 2.18 -1.15 0.0001
C -4.54 2.05 -2.52 -0.0019
C -5.67 2.56 -3.12 0.0002
C -6.62 3.20 -2.34 -0.0001
Cl -8.05 3.85 -3.08 0.0000
C -6.45 3.33 -0.97 0.0004
C -5.30 2.82 -0.38 0.0007
C -2.95 0.21 -0.62 -0.0001
N -1.88 -0.50 -0.18 0.0109
C -2.21 -1.83 -0.18 -0.0127
C -1.36 -2.87 0.16 -0.0011
C -1.90 -4.26 0.22 0.0004
C -2.50 -4.87 -0.88 -0.0012
C -3.00 -6.16 -0.79 -0.0003
C -2.91 -6.84 0.41 0.0002
Cl -3.55 -8.45 0.52 0.0000
C -2.31 -6.26 1.51 0.0001
C -1.80 -4.98 1.41 0.0000
C 0.02 -2.74 0.37 0.0005
C 0.96 -3.83 0.25 -0.0009
C 2.20 -3.29 0.22 0.0004
C 2.05 -1.87 0.38 0.0012
N 0.72 -1.58 0.46 -0.0016
C 3.06 -0.91 0.48 -0.0002
C 2.85 0.40 0.92 0.0024
C 3.88 1.33 1.31 -0.0022
C 3.26 2.44 1.77 -0.0025
C 1.84 2.24 1.63 -0.0034
N 1.64 0.98 1.15 0.0032
C 4.44 -1.27 0.07 -0.0009
C 5.03 -0.55 -0.97 -0.0003
C 6.28 -0.90 -1.47 0.0002
C 6.94 -1.98 -0.92 -0.0001
Cl 8.48 -2.46 -1.57 0.0000
C 6.40 -2.70 0.13 -0.0004
C 5.15 -2.34 0.63 0.0011
C -3.57 -1.95 -0.65 0.0011
C -4.01 -0.71 -0.96 0.0005
N -0.99 2.09 0.61 -0.0056
H 2.51 5.60 5.40 0.0000
H 1.76 3.53 4.27 0.0003
H 1.02 5.76 0.69 -0.0009
H 1.76 7.82 1.82 0.0000
H -1.23 5.24 1.60 0.0006
H -3.29 4.42 0.15 0.0006
H -3.79 1.56 -3.13 0.0000
H -5.83 2.47 -4.19 0.0001
H -7.20 3.82 -0.37 0.0000
H -5.18 2.89 0.69 -0.0003
H -2.53 -4.35 -1.83 -0.0003
H -3.46 -6.63 -1.65 0.0000
H -2.23 -6.82 2.44 0.0001
H -1.32 -4.52 2.27 -0.0003
H 0.69 -4.87 0.16 0.0007
H 3.13 -3.82 0.10 -0.0003
H 4.94 1.13 1.26 -0.0001
H 3.73 3.34 2.15 0.0001
H 4.49 0.28 -1.41 0.0009
H 6.72 -0.34 -2.28 0.0001
H 6.95 -3.52 0.57 0.0001
H 4.75 -2.87 1.47 0.0001
H -4.13 -2.87 -0.74 -0.0001
H -4.98 -0.44 -1.34 0.0002
C -1.95 -1.37 5.24 -0.0001
C -2.56 -0.46 4.16 0.0008
C -3.77 -1.13 3.50 -0.0001
C -2.92 0.92 4.73 0.0002
C -1.57 -0.26 3.10 -0.0004
N -0.80 -0.11 2.27 -0.0005
H -2.67 -1.46 6.06 0.0001
H -1.02 -0.96 5.64 0.0000
H -1.75 -2.37 4.85 0.0000
H -4.52 -1.33 4.27 0.0000
H -3.50 -2.08 3.03 0.0002
H -4.22 -0.48 2.74 -0.0001
H -3.66 0.78 5.52 0.0000
H -3.34 1.56 3.96 -0.0001
H -2.04 1.41 5.16 0.0001
N 5.48 -2.48 -5.19 0.0090
C 4.18 -2.27 -4.85 0.0110
C 3.37 -1.43 -5.61 0.0077
C 2.06 -1.19 -5.25 0.0120
C 1.54 -1.81 -4.11 0.0106
C 2.33 -2.67 -3.35 0.0010
C 3.63 -2.90 -3.71 -0.0092
S -0.04 -1.40 -3.52 -0.0150
O -0.63 -2.51 -2.83 0.0039
O -0.77 -0.67 -4.51 0.0009
N 0.40 -0.33 -2.27 0.3229
C 0.49 0.93 -2.53 -0.0668
S 0.19 1.84 -4.01 0.0973
C 0.54 3.27 -3.17 0.2961
C 0.83 3.01 -1.83 0.0503
N 0.82 1.74 -1.48 0.2152
H 5.88 -2.05 -6.00 -0.0004
H 6.08 -3.07 -4.63 -0.0006
H 3.77 -0.96 -6.50 0.0000
H 1.43 -0.54 -5.85 -0.0002
H 1.91 -3.15 -2.48 0.0033
H 4.25 -3.56 -3.12 -0.0005
H 0.52 4.23 -3.65 0.0102
H 1.06 3.77 -1.10 0.0274
```

Results
- total charge = +1
- gap between HOMO and LUMO (spin up / spin down) (hartree) = 0.213 / 0.164
- HOMO level (spin up / spin down) (eV) = -9.30 / -9.30
- relative energy (zero: lowest compared OMol25 entry of this formula, charge and spin) (eV) = 0.461
- spin multiplicity = 2
- <S²> = 0.78

***

C9H16N4 | ωB97M-V/def2-TZVPD

```
29
Properties=species:S:1:pos:R:3:nbo_charge:R:1
C -0.70 1.49 1.62 -0.1094
C 1.09 0.45 -2.01 -0.4297
C -0.20 -1.45 -1.15 -0.3849
C -0.01 1.56 -1.82 -0.3966
C -1.34 -0.39 -1.29 -0.4128
C 0.98 -0.16 0.40 -0.4331
C 1.05 -0.62 -0.96 -0.2566
C -0.94 0.95 -0.78 -0.2606
C -0.26 0.76 0.61 0.0597
N -0.51 1.16 2.97 -0.3316
N -0.44 -0.98 2.40 -0.5829
N -0.35 -0.05 3.20 0.3079
N -0.03 -0.38 4.53 -0.6668
H -1.51 2.24 1.49 0.2008
H 1.14 -0.15 -2.93 0.2142
H 1.96 1.19 -1.96 0.2226
H -0.36 -2.03 -0.24 0.2056
H -0.14 -2.14 -2.02 0.2074
H 0.29 2.52 -1.27 0.2101
H -0.47 1.80 -2.80 0.2141
H -1.64 -0.17 -2.31 0.2010
H -2.13 -0.89 -0.79 0.2158
H 1.04 -1.00 1.03 0.2394
H 1.92 0.50 0.87 0.2110
H 1.89 -1.33 -0.95 0.2157
H -1.83 1.60 -0.60 0.2126
H -0.54 -1.94 2.75 0.3469
H 0.30 -1.31 4.65 0.3772
H 0.41 0.42 5.06 0.4027
```

Results
- total charge = 0
- gap between HOMO and LUMO (hartree) = 0.320
- HOMO level (eV) = -7.92
- relative energy (zero: lowest compared OMol25 entry of this formula, charge and spin) (eV) = 5.959

***

C16H22N2Tm | ωB97M-V/def2-TZVPD

```
41
Properties=species:S:1:pos:R:3:nbo_charge:R:1
C -0.69 0.03 -3.54 -0.3280
C 0.67 -0.11 -3.84 -0.3187
C 1.34 0.92 -3.16 -0.4130
C 0.40 1.72 -2.45 -0.4059
C -0.87 1.13 -2.68 -0.4014
Tm 0.43 -0.43 -1.35 1.7021
N -1.10 -2.11 -1.13 -1.2346
C -0.22 -3.28 -1.64 -0.2521
C 1.02 -2.85 -2.19 -0.9313
H 2.46 1.02 -3.10 0.2292
H 1.11 -0.84 -4.56 0.2392
H 0.64 2.48 -1.67 0.2324
H -1.87 1.46 -2.24 0.2399
H -1.51 -0.57 -4.01 0.2402
H 1.14 -2.81 -3.30 0.1994
H -1.01 -3.67 -2.38 0.1658
H -2.12 -1.75 -0.94 0.3700
H 1.94 -2.98 -1.56 0.1974
H -0.31 -3.78 -0.66 0.1833
C -1.79 2.14 0.55 -0.3926
N -0.85 2.31 1.61 -0.4632
C -1.38 2.20 2.93 -0.3935
C 0.57 1.98 1.41 -0.2148
C 0.92 0.59 1.85 -0.0783
C 1.23 0.37 3.21 -0.2418
C 1.35 -0.94 3.72 -0.2535
C 1.11 -2.02 2.85 -0.2326
C 0.73 -1.83 1.51 -0.2074
C 0.72 -0.53 1.05 -0.4938
H -2.75 2.53 0.89 0.1895
H -1.93 1.09 0.25 0.1811
H -1.46 2.70 -0.32 0.1866
H -1.63 1.18 3.25 0.1732
H -0.68 2.59 3.66 0.1885
H -2.29 2.79 2.97 0.1786
H 0.79 2.14 0.34 0.1917
H 1.13 2.72 2.02 0.1793
H 1.46 1.23 3.85 0.1812
H 1.66 -1.12 4.77 0.1938
H 1.10 -3.05 3.23 0.1873
H 0.50 -2.65 0.81 0.2267
```

Results
- total charge = -1
- gap between HOMO and LUMO (spin up / spin down) (hartree) = 0.203 / 0.203
- HOMO level (spin up / spin down) (eV) = -2.69 / -2.71
- relative energy (zero: lowest compared OMol25 entry of this formula, charge and spin) (eV) = 0.000
- spin multiplicity = 3
- <S²> = 2.00

***

C5H8N2O3 | ωB97M-V/def2-TZVPD

```
18
Properties=species:S:1:pos:R:3:nbo_charge:R:1
C -0.50 2.45 -0.89 -0.7493
C -0.07 1.15 -1.20 0.4959
N 0.21 -0.03 -1.37 -0.4512
C 0.89 -1.00 -0.70 -0.1613
C 0.91 -2.28 -0.97 0.0267
N -0.04 -2.83 -1.76 -0.8108
H 0.05 3.26 -1.17 0.2325
H -1.62 2.52 -0.62 0.2492
H 1.73 -0.64 -0.07 0.1889
H 1.58 -2.91 -0.38 0.2132
H -0.77 -2.26 -2.30 0.3965
H 0.09 -3.62 -2.32 0.3821
O -2.08 2.62 3.17 -0.6168
C -1.29 1.78 3.05 0.9728
O -1.08 0.89 3.93 -0.6824
O -0.41 1.68 2.07 -0.7110
H -0.26 0.35 3.92 0.5090
H -0.62 2.36 1.40 0.5159
```

Results
- total charge = 0
- gap between HOMO and LUMO (hartree) = 0.320
- HOMO level (eV) = -8.19
- relative energy (zero: lowest compared OMol25 entry of this formula, charge and spin) (eV) = 2.688
- SMILES string = C=C=N/C=C\N.O=C(O)O

***

H8O4 | ωB97M-V/def2-TZVPD

```
12
Properties=species:S:1:pos:R:3:nbo_charge:R:1
O 0.02 -0.89 1.54 -0.9375
H -0.20 -0.41 2.34 0.4678
H 0.21 -1.78 1.83 0.4698
O -0.32 0.87 -3.11 -0.9388
H -0.26 1.82 -3.00 0.4676
H -0.41 0.54 -2.22 0.4711
O 3.55 -4.82 -0.09 -0.9357
H 2.72 -5.01 -0.52 0.4671
H 4.07 -4.35 -0.74 0.4686
O -2.86 4.65 1.04 -0.9345
H -3.18 5.45 1.45 0.4676
H -3.33 3.95 1.49 0.4670
```

Results
- total charge = 0
- gap between HOMO and LUMO (hartree) = 0.440
- HOMO level (eV) = -11.35
- relative energy (zero: lowest compared OMol25 entry of this formula, charge and spin) (eV) = 1.162
- SMILES string = O.O.O.O

***

C22H25N5Ru | ωB97M-V/def2-TZVPD

```
53
Properties=species:S:1:pos:R:3:nbo_charge:R:1
Ru -0.07 0.02 -0.37 1.7858
C 2.95 0.11 0.80 -0.2292
C 2.95 -1.41 0.85 -0.4717
C 2.38 -2.06 -0.38 0.2475
C 2.88 -3.28 -0.81 -0.2122
C 2.41 -3.86 -1.97 -0.0649
C 1.44 -3.20 -2.72 -0.2187
C 0.97 -2.00 -2.24 0.0413
N 1.42 -1.43 -1.09 -0.5760
N 1.63 0.76 1.06 -0.4319
C 1.11 0.48 2.42 -0.2914
C 0.23 -0.74 2.51 0.2215
C 0.21 -1.56 3.62 -0.2231
C -0.70 -2.60 3.68 -0.0573
C -1.57 -2.81 2.61 -0.2158
C -1.50 -1.98 1.52 0.0646
N -0.62 -0.95 1.47 -0.5673
C 1.81 2.22 0.88 -0.2755
C 0.47 2.89 0.72 0.2139
C 0.24 4.18 1.13 -0.2152
C -1.02 4.74 0.92 -0.0624
C -2.00 3.97 0.31 -0.2209
C -1.70 2.69 -0.07 0.0720
N -0.48 2.15 0.12 -0.5630
H 3.66 0.50 1.54 0.2372
H 3.29 0.44 -0.18 0.2326
H 3.99 -1.72 0.94 0.2817
H 2.46 -1.80 1.75 0.2455
H 3.66 -3.77 -0.23 0.2619
H 2.80 -4.81 -2.31 0.2696
H 1.06 -3.59 -3.65 0.2702
H 0.24 -1.43 -2.81 0.2145
H 1.93 0.42 3.14 0.2512
H 0.49 1.34 2.71 0.2552
H 0.89 -1.37 4.44 0.2654
H -0.74 -3.25 4.54 0.2717
H -2.30 -3.62 2.63 0.2762
H -2.16 -2.09 0.68 0.2285
H 2.35 2.64 1.73 0.2456
H 2.42 2.39 -0.01 0.2550
H 1.02 4.75 1.62 0.2641
H -1.23 5.75 1.24 0.2698
H -3.00 4.36 0.15 0.2696
H -2.44 2.06 -0.54 0.2161
C -4.39 1.30 -3.68 -0.5919
C -3.25 0.29 -3.96 -0.5487
C -2.29 0.24 -2.86 0.6203
N -1.52 0.19 -2.00 -0.6342
H -5.13 1.18 -4.46 0.2695
H -4.02 2.32 -3.70 0.2329
H -4.87 1.10 -2.72 0.2263
H -2.69 0.55 -4.86 0.2988
H -3.63 -0.73 -4.09 0.2957
```

Results
- total charge = +3
- gap between HOMO and LUMO (spin up / spin down) (hartree) = 0.354 / 0.246
- HOMO level (spin up / spin down) (eV) = -18.41 / -18.73
- spin multiplicity = 6
- <S²> = 8.76

***

E_tot, respectively: -151423.6835, -15547.3534, -49454.8879, -14435.0564, -8319.5137, -33224.9455 eV.